Entry 1:
{
  "formula": "C20H22BCl3N2O",
  "method": "ωB97M-V/def2-TZVPD",
  "charge": 0,
  "e_homo_ev": -9.0,
  "orbital_gap_ev": 7.836,
  "relative_energy_kj_mol": 0.0,
  "elements": ["Cl", "B", "Cl", "Cl", "O", "C", "C", "C", "C", "C", "C", "C", "H", "H", "H", "H", "H", "H", "C", "C", "C", "N", "C", "N", "C", "C", "C", "C", "C", "C", "C", "C", "C", "H", "H", "H", "H", "H", "H", "H", "H", "H", "H", "H", "H", "H", "H", "H", "H"],
  "coordinates": [[-3.384, -1.194, 2.097], [-1.762, -2.052, 1.800], [-1.406, -2.968, 3.469], [-1.877, -3.311, 0.416], [-0.722, -1.100, 1.494], [0.375, -0.802, 2.332], [0.447, 0.739, 2.572], [1.649, 1.287, 3.015], [1.771, 2.661, 3.249], [0.657, 3.486, 3.037], [-0.551, 2.940, 2.577], [-0.668, 1.557, 2.368], [0.275, -1.282, 3.329], [2.488, 0.612, 3.168], [2.717, 3.056, 3.627], [0.734, 4.554, 3.260], [-1.416, 3.589, 2.412], [-1.613, 1.117, 2.041], [1.269, -3.826, 1.749], [1.820, -3.801, 3.120], [2.540, -2.671, 3.550], [2.655, -1.576, 2.637], [1.528, -1.399, 1.759], [2.052, -0.889, 0.553], [1.354, -1.077, -0.712], [3.428, -0.864, 0.658], [3.786, -1.326, 1.880], [3.102, -2.590, 4.823], [3.848, -1.365, 5.232], [2.896, -3.663, 5.699], [2.176, -4.797, 5.302], [1.921, -5.928, 6.252], [1.653, -4.862, 4.011], [0.244, -4.203, 1.692], [1.216, -2.685, 1.421], [1.895, -4.370, 1.029], [0.276, -1.098, -0.519], [1.625, -0.265, -1.393], [1.642, -2.036, -1.167], [4.082, -0.497, -0.118], [4.778, -1.470, 2.271], [4.023, -1.409, 6.311], [4.823, -1.282, 4.732], [3.275, -0.452, 5.015], [3.324, -3.626, 6.699], [1.503, -6.787, 5.711], [2.839, -6.254, 6.754], [1.200, -5.624, 7.024], [1.093, -5.743, 3.687]],
  "forces_ev_per_angstrom": [[0.00, 0.06, -0.34], [-0.09, -0.01, 0.79], [-0.03, -0.06, -0.34], [-0.05, 0.17, 0.04], [0.17, -0.01, 0.33], [-4.14, 0.38, 1.48], [0.51, -0.44, -0.26], [-0.02, 0.34, -0.05], [-0.48, -0.30, 0.03], [0.12, -0.17, 0.01], [0.30, -0.22, 0.30], [0.09, 0.07, -0.15], [-0.29, 0.24, -0.34], [-0.09, 0.45, 0.06], [-0.36, -0.01, -0.18], [-0.07, -0.34, -0.20], [0.34, -0.28, 0.08], [0.34, 0.12, 0.07], [-0.41, -0.23, -0.42], [0.47, 0.21, 0.42], [-0.26, -0.63, 0.75], [-1.47, -0.18, -2.22], [5.90, 3.42, -0.75], [-0.20, -0.99, 1.46], [-0.42, 0.32, -0.35], [0.27, -0.47, 0.51], [0.27, 0.20, -0.39], [-0.47, -0.44, 0.01], [0.19, 0.31, 0.42], [0.05, -0.05, -0.56], [0.05, 0.22, -0.16], [-0.07, -0.23, 0.17], [0.17, 0.23, -0.17], [0.19, 0.28, 0.01], [-0.60, -2.70, -0.34], [0.00, 0.26, 0.09], [0.31, 0.15, -0.10], [-0.14, -0.11, 0.11], [0.03, 0.16, 0.22], [-0.23, -0.18, -0.14], [-0.05, -0.01, 0.07], [0.09, 0.16, -0.17], [-0.21, -0.02, 0.12], [0.16, -0.23, 0.05], [-0.10, 0.06, -0.12], [0.07, 0.17, 0.21], [-0.16, 0.10, -0.07], [0.16, -0.11, -0.15], [0.16, 0.33, 0.15]],
  "mulliken_charge": [-0.360, 0.759, -0.323, -0.337, -0.790, 0.446, -0.321, 0.002, -1.030, -0.419, -0.782, -0.490, 0.615, 0.175, 0.399, 0.369, 0.398, 0.289, -1.014, 1.209, -0.224, 1.071, -0.292, 0.571, -0.862, -1.213, -0.016, 0.735, -1.287, -0.976, 0.930, -1.523, -1.123, 0.277, 0.121, 0.453, 0.262, 0.354, 0.319, 0.515, 0.454, 0.423, 0.284, 0.206, 0.410, 0.351, 0.379, 0.312, 0.293]
}

***

Entry 2:
{
  "formula": "C20H22BCuF4N4S2",
  "method": "ωB97M-V/def2-TZVPD",
  "charge": -1,
  "e_homo_ev": [-4.9, -4.9],
  "orbital_gap_ev": [7.517, 6.197],
  "spin_multiplicity": 2,
  "s_squared": 0.761,
  "elements": ["Cu", "C", "C", "N", "C", "C", "C", "C", "N", "C", "C", "F", "C", "F", "C", "C", "F", "C", "F", "H", "H", "H", "H", "H", "H", "H", "H", "H", "H", "H", "H", "H", "H", "H", "S", "C", "N", "C", "C", "C", "C", "C", "C", "S", "H", "H", "H", "H", "B", "C", "N", "H", "H", "H"],
  "coordinates": [[-0.521, 0.047, -0.271], [-3.184, 2.406, 2.669], [-2.647, 1.540, 1.535], [-1.277, 1.836, 1.103], [-1.095, 3.181, 0.559], [-2.109, 3.543, -0.511], [-0.267, 1.566, 2.123], [-0.230, 0.111, 2.563], [-0.172, -0.759, 1.400], [0.202, -2.057, 1.573], [0.501, -2.827, 0.424], [0.388, -2.262, -0.787], [0.921, -4.135, 0.486], [1.194, -4.782, -0.658], [1.072, -4.793, 1.693], [0.775, -4.071, 2.829], [0.884, -4.664, 4.033], [0.349, -2.758, 2.788], [0.040, -2.187, 3.972], [-4.197, 2.093, 2.926], [-3.226, 3.459, 2.387], [-2.577, 2.325, 3.572], [-3.293, 1.622, 0.660], [-2.679, 0.486, 1.814], [-0.087, 3.210, 0.135], [-1.113, 3.935, 1.365], [-2.216, 2.736, -1.235], [-1.778, 4.432, -1.048], [-3.094, 3.754, -0.093], [-0.394, 2.203, 3.014], [0.704, 1.812, 1.687], [-1.079, -0.127, 3.212], [0.674, -0.007, 3.170], [1.400, -5.819, 1.743], [2.771, 0.575, 0.167], [1.921, 1.318, -1.072], [0.682, 1.065, -1.494], [0.320, 1.842, -2.586], [-0.870, 1.744, -3.304], [-1.084, 2.597, -4.372], [-0.129, 3.542, -4.746], [1.068, 3.631, -4.058], [1.287, 2.775, -2.988], [2.685, 2.619, -1.976], [-1.614, 1.013, -3.030], [-2.012, 2.520, -4.923], [-0.318, 4.199, -5.585], [1.824, 4.349, -4.350], [-4.849, -0.502, -1.960], [-3.338, -0.375, -1.492], [-2.237, -0.245, -1.171], [-4.849, -0.587, -3.167], [-5.409, 0.507, -1.587], [-5.306, -1.491, -1.433]],
  "forces_ev_per_angstrom": [[0.15, 0.22, -0.06], [0.02, 0.01, 0.02], [-0.04, -0.03, -0.07], [0.05, -0.11, 0.03], [0.09, 0.03, 0.01], [-0.04, 0.02, -0.04], [-0.01, 0.07, 0.13], [0.14, 0.06, 0.02], [-0.08, -0.15, 0.10], [0.00, -0.03, -0.11], [0.08, -0.11, 0.10], [-0.04, 0.05, -0.01], [-0.04, 0.06, 0.09], [0.01, -0.02, -0.03], [0.00, 0.04, -0.03], [-0.02, 0.02, -0.03], [0.00, -0.01, 0.02], [0.00, -0.06, -0.06], [-0.01, 0.04, -0.01], [-0.02, -0.02, -0.02], [0.00, 0.03, -0.01], [0.01, -0.01, 0.01], [0.00, 0.01, 0.04], [-0.01, 0.01, 0.03], [-0.02, 0.01, 0.00], [-0.01, -0.02, -0.02], [0.01, -0.01, 0.00], [0.02, 0.01, 0.00], [-0.02, 0.00, 0.02], [-0.02, -0.02, -0.04], [0.02, -0.01, -0.03], [-0.04, 0.01, -0.01], [-0.06, -0.01, 0.00], [0.00, -0.02, 0.00], [0.02, 0.01, 0.02], [0.09, -0.09, 0.21], [-0.10, 0.00, 0.03], [0.00, 0.03, -0.12], [0.00, 0.05, -0.05], [0.02, 0.01, -0.02], [-0.08, -0.01, -0.04], [0.05, 0.01, 0.03], [-0.10, 0.00, -0.05], [0.04, 0.01, -0.04], [0.00, -0.03, 0.03], [-0.02, 0.01, -0.02], [0.00, 0.01, -0.01], [0.02, 0.01, -0.01], [0.14, 0.03, 0.09], [-0.05, 0.02, -0.11], [-0.12, -0.13, 0.01], [0.02, -0.01, -0.05], [-0.03, 0.04, 0.03], [-0.04, -0.04, 0.01]],
  "mulliken_charge": [-1.077, -1.518, -0.811, 1.203, -0.749, -1.179, -1.386, -0.708, 0.637, 0.089, 0.393, -0.324, 0.081, -0.317, -0.581, 0.100, -0.328, 0.391, -0.320, 0.453, 0.271, 0.282, 0.383, 0.502, 0.363, 0.424, 0.114, 0.412, 0.347, 0.387, 0.359, 0.397, 0.571, 0.492, -0.401, 0.106, 0.284, -0.096, -0.333, -0.684, -0.509, -0.441, 0.816, -0.318, 0.370, 0.418, 0.369, 0.382, 0.244, 0.460, -0.577, -0.144, -0.150, -0.144]
}

***

The records above give, respectively, total energy values of -2365.583153, -3855.610592 a.u..